--- one ---
ORCA calculation (wB97M-V/def2-TZVPD) on a 2-piece molecular cluster, C5H15NSi overall.

```
22
Properties=species:S:1:pos:R:3:nbo_charge:R:1
C -2.518 1.107 -0.862 -0.406
N -1.966 0.213 0.176 -1.109
Si -1.410 -1.304 0.296 1.515
C -1.598 -2.137 2.007 -1.101
H -1.817 1.814 -1.277 0.193
H -3.038 0.449 -1.724 0.167
H -3.313 1.639 -0.318 0.194
H -0.891 -1.916 -0.917 -0.206
H -2.011 -1.441 2.644 0.255
H -2.329 -2.979 2.073 0.255
H -0.632 -2.396 2.460 0.245
C 2.122 -0.440 -1.105 -0.610
C 2.328 1.034 -0.743 -0.388
C 1.603 1.318 0.609 -0.628
H 1.226 -0.804 -0.582 0.192
H 2.058 -0.391 -2.246 0.211
H 3.098 -0.908 -0.823 0.210
H 3.371 1.205 -0.793 0.189
H 1.843 1.708 -1.367 0.189
H 1.546 0.525 1.346 0.205
H 0.485 1.361 0.317 0.216
H 1.843 2.344 0.828 0.214
```

Highest occupied orbital energy   -8.4 eV
Structure (SMILES)   C/N=[SiH]/C.CCC
LUMO   0.0133 hartree
Frontier orbital gap   8.76 eV


--- two ---
ORCA calculation (wB97M-V/def2-TZVPD) on a 2-piece molecular cluster, C5H15NSi overall.

```
22
Properties=species:S:1:pos:R:3:nbo_charge:R:1
C -2.149 1.084 1.006 -0.641
C 1.499 1.536 -0.547 -0.428
C 2.149 -0.187 0.971 -0.392
C -0.291 -2.535 -0.399 -1.136
C -1.965 0.401 -0.312 -0.927
N 1.101 0.321 0.074 -0.905
Si -0.313 -0.601 -0.472 1.779
H -3.081 1.706 0.907 0.223
H -2.342 0.536 2.004 0.220
H -1.266 1.648 1.368 0.216
H 1.015 2.406 -0.026 0.186
H 2.667 1.756 -0.544 0.198
H 1.235 1.426 -1.600 0.232
H 2.072 0.619 1.747 0.193
H 2.003 -1.165 1.264 0.197
H 3.026 -0.091 0.341 0.192
H -1.181 -3.031 -0.793 0.260
H 0.514 -2.843 -0.992 0.263
H -0.278 -2.715 0.742 0.224
H -2.068 0.973 -1.284 0.271
H -2.713 -0.398 -0.446 0.238
H 0.366 -0.843 -3.010 -0.464
```

Highest occupied orbital energy   -7.2 eV
LUMO   0.0146 hartree
Frontier orbital gap   7.62 eV


Result of the stability comparison: one is the most stable of them.


--- one ---
ORCA calculation (wB97M-V/def2-TZVPD) on C5H8N2S in the gas phase.

```
16
Properties=species:S:1:pos:R:3:nbo_charge:R:1
S -0.513 1.736 -1.617 0.006
C -0.320 0.540 -0.309 -0.247
C -0.424 1.177 1.051 0.010
N 0.611 1.032 1.796 -0.203
N 1.534 0.221 1.107 -0.468
C 1.023 -0.181 -0.184 -0.079
C 0.296 -1.597 -0.088 -0.402
C -1.071 -0.862 -0.463 -0.395
H -1.803 1.993 -1.318 0.124
H -1.238 1.808 1.389 0.207
H 2.423 0.693 1.094 0.371
H 1.731 -0.106 -1.024 0.218
H 0.659 -2.269 -0.877 0.206
H 0.358 -2.106 0.877 0.225
H -1.247 -1.031 -1.505 0.211
H -2.018 -1.049 0.072 0.216
```

Highest occupied orbital energy   -8.7 eV
Structure (SMILES)   S[C@]12C=NN[C@H]1CC2
LUMO   0.0292 hartree
Frontier orbital gap   9.49 eV


--- two ---
ORCA calculation (wB97M-V/def2-TZVPD) on C5H8N2S in the gas phase.

```
16
Properties=species:S:1:pos:R:3:nbo_charge:R:1
C 2.415 -1.288 -0.011 -0.652
C 1.649 0.026 -0.005 0.262
N 2.459 1.140 -0.061 -0.804
C 0.307 0.055 -0.017 -0.209
C -0.495 1.274 -0.007 0.056
N -1.765 1.205 -0.014 -0.522
S -2.293 -0.424 0.016 0.382
C -0.626 -1.161 -0.007 -0.563
H 2.955 -1.391 0.939 0.220
H 3.153 -1.255 -0.795 0.225
H 1.721 -2.111 -0.172 0.227
H 3.422 0.972 0.335 0.379
H 2.111 2.026 0.232 0.384
H -0.075 2.252 -0.031 0.183
H -0.523 -1.742 -0.840 0.213
H -0.437 -1.814 0.887 0.220
```

Highest occupied orbital energy   -7.5 eV
Structure (SMILES)   C/C(N)=C1/C=NSC1
LUMO   0.0264 hartree
Frontier orbital gap   8.21 eV


Result of the stability comparison: two is the most stable of them.


--- one ---
ORCA calculation (wB97M-V/def2-TZVPD) on a 11-piece molecular cluster, C27H76O11 overall.

```
114
Properties=species:S:1:pos:R:3:lowdin_charge:R:1
C -3.663 -6.040 2.095 -0.047
C -2.844 -6.805 1.039 -0.529
C -3.456 -8.139 0.707 -0.076
O -2.945 -6.078 -0.144 -0.047
H -3.410 -4.980 2.119 0.078
H -3.439 -6.574 3.019 0.079
H -4.709 -6.102 1.796 0.079
H -1.822 -6.941 1.394 0.131
H -4.440 -7.953 0.277 0.090
H -3.572 -8.782 1.580 0.084
H -2.842 -8.685 -0.009 0.083
H -3.021 -6.756 -0.820 0.075
C 4.884 1.654 2.748 -0.071
C 4.045 2.914 2.698 -0.549
C 4.198 3.535 1.295 -0.048
O 2.756 2.551 2.941 -0.024
H 4.567 0.972 3.538 0.079
H 5.963 1.775 2.651 0.082
H 4.702 1.024 1.876 0.072
H 4.471 3.537 3.485 0.134
H 3.462 3.008 0.687 0.076
H 5.157 3.457 0.782 0.078
H 3.827 4.559 1.277 0.070
H 2.317 3.395 3.070 0.100
C 2.374 -1.219 -7.347 -0.043
C 2.800 -2.424 -8.202 -0.559
C 3.283 -3.663 -7.406 -0.042
O 1.798 -2.681 -9.088 -0.036
H 3.135 -1.015 -6.593 0.078
H 1.473 -1.545 -6.827 0.077
H 2.049 -0.405 -7.996 0.078
H 3.613 -2.133 -8.867 0.126
H 4.085 -3.369 -6.728 0.076
H 3.611 -4.385 -8.153 0.071
H 2.450 -4.070 -6.831 0.078
H 2.208 -3.199 -9.785 0.096
C -4.552 0.418 -5.299 -0.056
C -5.521 1.306 -6.073 -0.523
C -6.899 0.612 -6.121 -0.061
O -5.590 2.522 -5.423 -0.044
H -4.931 0.121 -4.321 0.081
H -3.554 0.854 -5.240 0.079
H -4.471 -0.542 -5.809 0.076
H -5.223 1.495 -7.105 0.133
H -6.811 -0.331 -6.660 0.077
H -7.627 1.254 -6.618 0.071
H -7.331 0.431 -5.137 0.079
H -6.105 3.134 -5.954 0.093
C 2.700 -6.844 7.937 -0.058
C 2.665 -5.459 7.248 -0.505
C 1.489 -5.488 6.279 -0.075
O 2.464 -4.578 8.311 -0.045
H 1.846 -6.991 8.597 0.080
H 3.575 -6.882 8.586 0.074
H 2.669 -7.647 7.200 0.075
H 3.554 -5.135 6.708 0.134
H 1.550 -6.140 5.407 0.076
H 1.392 -4.504 5.822 0.071
H 0.561 -5.744 6.791 0.083
H 2.359 -3.699 7.939 0.090
C 0.961 -0.490 -1.397 -0.035
C -0.233 -0.357 -0.370 -0.485
C -0.143 -1.128 0.915 -0.073
O -0.429 1.000 0.018 -0.065
H 1.959 -0.353 -0.981 0.068
H 0.836 0.231 -2.206 0.071
H 0.858 -1.514 -1.757 0.069
H -1.165 -0.702 -0.818 0.130
H 0.796 -0.866 1.404 0.081
H -0.250 -2.189 0.690 0.082
H -0.934 -0.866 1.618 0.084
H 0.227 1.127 0.706 0.071
C 1.085 2.707 8.324 -0.050
C 0.328 1.405 7.916 -0.508
C -0.959 1.595 7.151 -0.061
O 1.234 0.664 7.169 -0.051
H 1.630 3.246 7.548 0.074
H 1.812 2.475 9.102 0.073
H 0.384 3.405 8.781 0.069
H 0.133 0.857 8.838 0.135
H -1.642 2.235 7.710 0.075
H -1.588 0.725 6.963 0.081
H -0.772 2.147 6.229 0.081
H 1.330 1.168 6.358 0.083
C 0.148 5.310 -4.199 -0.057
C -0.789 6.498 -4.466 -0.553
C -1.283 7.070 -3.173 -0.062
O -0.082 7.425 -5.201 -0.033
H -0.384 4.562 -3.610 0.075
H 1.030 5.566 -3.613 0.083
H 0.387 4.881 -5.172 0.074
H -1.633 6.131 -5.050 0.134
H -1.931 6.323 -2.716 0.082
H -1.960 7.913 -3.309 0.078
H -0.449 7.408 -2.558 0.087
H 0.035 7.035 -6.070 0.092
C 7.430 -1.338 -2.580 -0.142
O 6.951 -2.583 -3.158 -0.134
H 6.609 -0.883 -2.027 0.066
H 8.167 -1.600 -1.820 0.069
H 7.885 -0.552 -3.181 0.075
H 7.096 -3.350 -2.599 0.066
C -5.886 3.098 -0.506 -0.208
O -6.922 3.107 -1.391 -0.110
H -5.189 3.870 -0.832 0.080
H -6.320 3.302 0.473 0.082
H -5.417 2.116 -0.444 0.078
H -6.504 2.951 -2.242 0.072
C -1.620 6.312 2.543 -0.159
O -0.398 6.252 3.257 -0.138
H -1.297 6.567 1.534 0.072
H -2.036 5.304 2.537 0.080
H -2.331 7.043 2.929 0.077
H -0.044 7.134 3.393 0.070
```

Highest occupied orbital energy   -10.0 eV
Structure (SMILES)   CC(C)O.CC(C)O.CC(C)O.CC(C)O.CC(C)O.CC(C)O.CC(C)O.CC(C)O.CO.CO.CO
LUMO   0.0115 hartree
Frontier orbital gap   10.28 eV


--- two ---
ORCA calculation (wB97M-V/def2-TZVPD) on a 11-piece molecular cluster, C27H76O11 overall.

```
114
Properties=species:S:1:pos:R:3:lowdin_charge:R:1
C -2.058 -0.581 3.779 -0.041
C -2.872 0.701 3.575 -0.481
C -3.929 0.493 2.483 -0.057
O -3.521 1.064 4.792 -0.055
H -2.631 -1.309 4.351 0.086
H -1.117 -0.318 4.267 0.058
H -1.730 -0.916 2.792 0.060
H -2.187 1.509 3.321 0.105
H -4.609 -0.317 2.765 0.084
H -3.473 0.215 1.532 0.052
H -4.511 1.412 2.398 0.075
H -4.174 0.367 4.924 0.083
C 1.894 -1.456 -2.820 -0.063
C 0.788 -2.113 -3.664 -0.473
C 0.741 -1.513 -5.067 -0.045
O 1.194 -3.489 -3.699 -0.058
H 1.718 -0.388 -2.675 0.057
H 2.854 -1.648 -3.300 0.093
H 1.911 -1.880 -1.815 0.062
H -0.122 -2.029 -3.064 0.115
H 0.618 -0.434 -4.982 0.052
H -0.061 -1.917 -5.691 0.078
H 1.632 -1.820 -5.615 0.088
H 0.532 -4.001 -4.176 0.089
C -3.554 1.565 -0.829 -0.049
C -4.242 1.091 -2.121 -0.472
C -4.318 -0.407 -2.319 -0.039
O -5.559 1.667 -2.212 -0.050
H -4.233 1.446 0.016 0.063
H -3.302 2.620 -0.941 0.073
H -2.645 1.006 -0.594 0.062
H -3.693 1.549 -2.950 0.112
H -3.306 -0.790 -2.487 0.072
H -4.877 -0.669 -3.214 0.086
H -4.623 -0.956 -1.427 0.062
H -5.481 2.502 -2.679 0.081
C 0.097 2.743 -5.374 -0.054
C -0.719 2.901 -4.087 -0.452
C -0.797 1.613 -3.308 -0.056
O -0.086 3.908 -3.279 -0.056
H -0.510 2.222 -6.121 0.084
H 1.006 2.160 -5.215 0.078
H 0.401 3.674 -5.855 0.076
H -1.725 3.214 -4.381 0.136
H -1.392 1.808 -2.414 0.060
H 0.185 1.302 -2.943 0.075
H -1.251 0.821 -3.900 0.093
H -0.005 4.755 -3.722 0.102
C -2.774 -3.696 1.501 -0.047
C -2.499 -2.993 0.168 -0.491
C -1.396 -3.731 -0.543 -0.048
O -3.683 -2.919 -0.625 -0.065
H -1.857 -3.725 2.092 0.080
H -3.106 -4.715 1.314 0.086
H -3.495 -3.089 2.054 0.069
H -2.230 -1.937 0.287 0.116
H -0.434 -3.537 -0.075 0.058
H -1.412 -3.462 -1.603 0.073
H -1.550 -4.811 -0.610 0.090
H -4.420 -2.635 -0.078 0.081
C 3.585 -5.754 1.563 -0.059
C 3.721 -4.267 1.229 -0.479
C 2.368 -3.643 1.016 -0.073
O 4.354 -3.598 2.333 -0.066
H 4.562 -6.159 1.838 0.080
H 3.179 -6.295 0.708 0.081
H 2.988 -5.937 2.459 0.082
H 4.385 -4.077 0.387 0.136
H 1.707 -4.291 0.435 0.074
H 2.407 -2.621 0.640 0.057
H 1.818 -3.573 1.961 0.086
H 3.880 -3.800 3.146 0.082
C 4.401 -0.350 -0.757 -0.058
C 5.636 -0.037 -1.617 -0.468
C 6.391 1.163 -1.049 -0.065
O 6.522 -1.155 -1.680 -0.056
H 4.397 0.085 0.243 0.084
H 4.204 -1.417 -0.664 0.066
H 3.590 0.110 -1.327 0.045
H 5.314 0.106 -2.648 0.132
H 5.763 2.055 -0.989 0.075
H 7.258 1.429 -1.659 0.076
H 6.830 0.999 -0.063 0.082
H 6.523 -1.559 -0.806 0.084
C 0.699 2.354 3.753 -0.054
C 0.786 2.760 5.229 -0.491
C -0.253 2.067 6.084 -0.048
O 2.097 2.498 5.702 -0.045
H 0.830 1.280 3.601 0.083
H 1.491 2.871 3.204 0.072
H -0.235 2.569 3.230 0.050
H 0.623 3.841 5.318 0.132
H -0.213 0.989 5.931 0.073
H -1.225 2.500 5.851 0.078
H -0.030 2.243 7.138 0.081
H 2.697 2.466 4.954 0.075
C -2.523 4.052 1.624 -0.162
O -2.696 5.156 2.496 -0.100
H -3.210 3.226 1.828 0.062
H -2.697 4.356 0.591 0.074
H -1.500 3.661 1.643 0.060
H -2.853 4.740 3.350 0.073
C 1.760 3.032 -0.400 -0.109
O 0.338 3.053 -0.578 -0.147
H 2.156 2.037 -0.622 0.054
H 2.192 3.703 -1.146 0.085
H 2.026 3.334 0.609 0.078
H 0.187 3.179 -1.524 0.023
C 0.178 -0.270 0.151 -0.136
O -0.460 0.689 0.985 -0.142
H -0.409 -0.275 -0.772 0.073
H 1.204 0.063 -0.027 0.064
H 0.198 -1.267 0.587 0.065
H -0.343 1.551 0.570 0.031
```

Highest occupied orbital energy   -9.9 eV
Structure (SMILES)   CC(C)O.CC(C)O.CC(C)O.CC(C)O.CC(C)O.CC(C)O.CC(C)O.CC(C)O.CO.CO.CO
LUMO   0.0095 hartree
Frontier orbital gap   10.21 eV


Result of the stability comparison: two is the most stable of them.


--- one ---
ORCA calculation (wB97M-V/def2-TZVPD) on a 2-piece molecular cluster, H3NO2S2 overall.

```
8
Properties=species:S:1:pos:R:3:nbo_charge:R:1
N 0.075 -0.103 -0.357 -0.394
O -2.232 1.018 0.554 -0.856
O 0.697 0.652 -1.293 -0.749
S -4.106 -0.902 -0.405 -0.225
S -3.636 0.936 0.163 1.097
H 0.845 -0.369 0.259 0.376
H -0.441 -1.020 -0.826 0.339
H -0.603 0.519 0.171 0.413
```

Highest occupied orbital energy   -8.0 eV
LUMO   -0.1058 hartree
Frontier orbital gap   5.15 eV


--- two ---
ORCA calculation (wB97M-V/def2-TZVPD) on a 2-piece molecular cluster, H3NO2S2 overall.

```
8
Properties=species:S:1:pos:R:3:nbo_charge:R:1
N -2.136 -0.272 -0.418 -1.026
O 0.385 -0.532 0.200 -0.838
O 3.694 0.599 -0.089 -0.793
S 2.209 0.897 -0.169 0.774
S -0.848 -1.332 -0.255 1.048
H -2.491 0.145 0.464 0.396
H -2.886 -0.677 -0.944 0.393
H 2.073 1.172 1.211 0.046
```

Highest occupied orbital energy (spin up / spin down)   -8.9 / -8.1 eV
LUMO (spin up / spin down)   -0.0072 / -0.0482 hartree
Frontier orbital gap (spin up / spin down)   8.68 / 6.80 eV


Result of the stability comparison: two is the most stable of them.